[1]
23
Properties=species:S:1:pos:R:3:nbo_charge:R:1 method="wB97M-V/def2-TZVPD" e_above_lowest_kcal_mol=55.2 orbital_gap_ev="5.703 / 7.691" charge=+1
C -0.91 0.44 -0.40 0.826
C 1.30 1.01 0.50 -0.250
C 2.28 0.63 -0.76 0.119
C 3.62 1.27 -0.49 -0.650
C -4.04 -1.17 -0.39 -0.626
C -3.19 0.02 -0.76 -0.083
N 0.12 0.37 0.46 -0.228
O -0.66 0.67 -1.58 -0.565
O 2.28 -0.72 -0.95 -0.466
O -2.06 0.10 0.11 -0.464
S 2.93 -1.79 0.11 0.680
H 1.86 0.62 1.37 0.226
H 1.24 2.10 0.51 0.235
H 1.77 1.03 -1.65 0.269
H 3.52 2.34 -0.31 0.260
H 4.26 1.13 -1.36 0.257
H 4.11 0.82 0.37 0.224
H -4.34 -1.12 0.66 0.223
H -4.93 -1.20 -1.01 0.234
H -3.48 -2.10 -0.52 0.214
H -3.77 0.95 -0.64 0.197
H -2.84 -0.03 -1.80 0.210
H 2.42 -2.84 -0.55 0.158

---

[2]
102
Properties=species:S:1:pos:R:3:mulliken_charge:R:1 method="wB97M-V/def2-TZVPD" e_above_lowest_kcal_mol=15.1 orbital_gap_ev=9.026 charge=+1
Sr 0.39 1.16 0.38 1.546
C 4.29 -2.84 -2.72 -1.004
N 3.79 -1.74 -1.89 0.817
C 2.57 -1.20 -1.87 -0.715
N 2.41 -0.47 -0.78 0.439
C 3.62 -0.60 -0.16 -0.768
N 4.48 -1.37 -0.78 -0.844
C 4.08 -4.15 -1.98 0.606
C 5.13 -4.99 -1.63 -0.695
C 4.90 -6.09 -0.81 -0.681
C 3.64 -6.33 -0.29 -0.661
C 2.59 -5.49 -0.65 0.325
C 2.81 -4.44 -1.52 -0.251
C 1.26 -5.52 -0.02 0.411
N 0.17 -5.03 -0.50 -0.569
N -0.73 -4.98 0.56 -0.237
C -0.11 -5.45 1.59 0.245
O 1.14 -5.85 1.29 -0.321
C -0.52 -5.30 2.99 0.250
C -0.03 -6.06 4.04 -0.708
C -0.33 -5.69 5.35 -0.650
C -1.07 -4.53 5.60 -0.731
C -1.55 -3.77 4.55 0.749
C -2.23 -2.43 4.74 -1.191
N -1.43 -1.36 4.14 1.102
C -1.29 -1.06 2.85 -0.890
N -0.33 -0.17 2.69 0.317
C 0.08 0.06 3.97 -0.710
N -0.54 -0.65 4.88 -0.953
C -1.31 -4.18 3.25 0.019
H 5.34 -2.65 -2.93 0.421
H 3.73 -2.82 -3.65 0.283
H 1.83 -1.37 -2.64 0.525
H 3.87 -0.13 0.78 0.504
H 6.14 -4.77 -1.97 0.397
H 5.73 -6.73 -0.54 0.398
H 3.48 -7.15 0.40 0.480
H 1.97 -3.79 -1.76 0.644
H 0.59 -6.92 3.85 0.481
H 0.04 -6.28 6.17 0.401
H -1.24 -4.22 6.63 0.403
H -2.35 -2.18 5.79 0.409
H -3.21 -2.42 4.27 0.283
H -1.90 -1.49 2.06 0.571
H 0.86 0.76 4.23 0.481
H -1.67 -3.62 2.41 0.563
C 2.77 4.16 3.04 -1.527
C 2.81 3.86 1.55 1.395
C 3.76 2.71 1.26 -1.451
C 3.25 5.10 0.78 -1.327
O 1.47 3.40 1.20 0.223
Si 0.50 3.92 -0.07 -1.220
O -0.72 2.92 -0.01 0.097
O 0.17 5.51 -0.02 0.265
C -0.74 6.30 0.77 1.716
C -1.38 5.48 1.89 -1.307
C 0.07 7.45 1.36 -1.691
C -1.81 6.82 -0.18 -1.666
O 1.49 3.55 -1.35 0.476
C 1.30 3.81 -2.76 1.495
C 1.34 5.31 -3.04 -1.530
C -0.03 3.22 -3.22 -1.232
C 2.46 3.11 -3.45 -1.598
H 3.76 4.44 3.41 0.420
H 2.43 3.28 3.60 0.138
H 2.08 4.98 3.24 0.347
H 4.79 2.99 1.46 0.446
H 3.68 2.41 0.21 0.218
H 3.52 1.85 1.91 0.229
H 4.20 5.45 1.20 0.567
H 2.52 5.91 0.87 0.167
H 3.40 4.88 -0.28 0.176
H -0.61 5.07 2.55 0.176
H -1.97 4.66 1.49 0.170
H -2.03 6.13 2.49 0.536
H 0.83 7.07 2.05 0.281
H -0.58 8.14 1.90 0.463
H 0.57 8.00 0.56 0.323
H -2.38 5.99 -0.60 0.297
H -1.34 7.37 -1.00 0.331
H -2.50 7.49 0.34 0.484
H 0.56 5.82 -2.48 0.149
H 1.20 5.49 -4.10 0.514
H 2.31 5.72 -2.74 0.333
H -0.87 3.72 -2.74 0.192
H -0.08 2.15 -2.97 0.126
H -0.13 3.32 -4.30 0.556
H 3.41 3.50 -3.08 0.364
H 2.42 3.26 -4.53 0.443
H 2.43 2.03 -3.25 0.152
N -4.17 -2.90 -0.41 -0.419
C -3.77 -1.60 -0.35 0.683
C -2.41 -1.25 -0.42 -0.754
N -2.01 0.01 -0.30 0.128
C -2.95 0.96 -0.13 -0.427
C -4.28 0.59 -0.07 -0.645
N -4.70 -0.67 -0.17 -0.659
H -3.54 -3.62 -0.70 0.220
H -5.16 -3.07 -0.48 0.243
H -1.65 -2.01 -0.57 0.483
H -2.61 1.98 -0.05 0.500
H -5.05 1.35 0.06 0.440

---

[3]
85
Properties=species:S:1:pos:R:3:mulliken_charge:R:1 method="wB97M-V/def2-TZVPD" e_above_lowest_kcal_mol=1.1 orbital_gap_ev=7.112 charge=+1
In 0.70 0.77 -0.03 0.316
S 2.37 0.88 -1.78 -0.218
C 3.32 -0.29 -0.84 0.468
C 4.73 -0.09 -0.94 -0.305
N 5.86 0.12 -1.00 -0.419
C 2.81 -1.28 -0.05 0.702
S 1.07 -1.59 0.20 -0.148
C 3.70 -2.12 0.68 -0.183
N 4.38 -2.82 1.28 -0.430
C -4.01 -1.16 0.45 -1.549
N -4.21 0.07 -0.31 0.640
C -3.58 1.23 0.14 -1.891
P -1.70 1.66 -0.23 1.640
C -1.63 2.98 1.04 0.455
C -1.90 4.32 0.76 -0.489
C -1.93 5.26 1.78 -0.784
C -1.70 4.87 3.10 -0.586
C -1.44 3.53 3.39 -0.934
C -1.41 2.60 2.36 -0.266
C -1.66 2.55 -1.81 -0.020
C -0.59 3.40 -2.10 -0.249
C -0.50 4.01 -3.34 -0.612
C -1.47 3.76 -4.31 -0.775
C -2.51 2.89 -4.04 -0.740
C -2.60 2.28 -2.80 -0.572
C -5.03 0.09 -1.48 0.338
C -5.84 1.20 -1.74 0.072
C -6.62 1.24 -2.88 -0.753
C -6.63 0.17 -3.77 -0.631
C -5.85 -0.94 -3.49 -0.792
C -5.05 -0.99 -2.36 -0.094
P -2.23 -1.71 0.44 1.140
C -2.22 -3.01 1.71 0.671
C -1.53 -4.21 1.51 -0.437
C -1.42 -5.13 2.53 -0.733
C -1.99 -4.88 3.77 -0.511
C -2.66 -3.68 3.99 -0.755
C -2.76 -2.75 2.97 -0.617
C -2.20 -2.58 -1.16 0.549
C -1.57 -1.94 -2.23 0.033
C -1.62 -2.47 -3.51 -0.820
C -2.30 -3.66 -3.73 -0.663
C -2.92 -4.32 -2.68 -0.802
C -2.87 -3.78 -1.40 -0.200
H -4.66 -1.94 0.04 0.512
H -4.32 -1.00 1.49 0.537
H -3.58 1.32 1.23 0.662
H -4.01 2.13 -0.30 0.479
H -2.10 4.64 -0.26 0.442
H -2.15 6.29 1.56 0.523
H -1.73 5.60 3.89 0.430
H -1.27 3.22 4.41 0.458
H -1.21 1.56 2.61 0.438
H 0.17 3.60 -1.36 0.377
H 0.32 4.68 -3.56 0.458
H -1.39 4.23 -5.28 0.407
H -3.26 2.68 -4.79 0.518
H -3.42 1.59 -2.62 0.319
H -5.89 2.02 -1.04 0.486
H -7.24 2.10 -3.07 0.432
H -7.24 0.20 -4.66 0.426
H -5.85 -1.79 -4.17 0.430
H -4.43 -1.85 -2.18 0.251
H -1.07 -4.42 0.55 0.431
H -0.88 -6.06 2.36 0.422
H -1.91 -5.61 4.57 0.404
H -3.09 -3.47 4.95 0.416
H -3.26 -1.81 3.17 0.217
H -1.03 -1.01 -2.06 0.001
H -1.13 -1.95 -4.33 0.512
H -2.33 -4.08 -4.73 0.426
H -3.44 -5.25 -2.85 0.433
H -3.37 -4.29 -0.58 0.479
S 1.86 1.83 1.93 -0.335
C 1.93 3.44 1.34 0.100
N 1.69 4.50 2.10 -0.014
C 1.84 5.75 1.37 -0.479
C 2.40 5.27 0.01 -0.437
N 2.25 3.81 0.10 0.164
H 1.31 4.40 3.03 0.281
H 2.52 6.43 1.88 0.358
H 0.87 6.24 1.26 0.246
H 3.45 5.53 -0.12 0.393
H 1.83 5.67 -0.83 0.230
H 2.76 3.16 -0.49 0.117

---

[4]
59
Properties=species:S:1:pos:R:3:nbo_charge:R:1 method="wB97M-V/def2-TZVPD" e_above_lowest_kcal_mol=92.0 orbital_gap_ev=8.840 charge=-1
O -3.59 4.38 0.75 -0.960
H -3.01 -3.74 -0.17 0.514
O 3.69 2.70 -1.77 -0.935
H 4.15 3.53 -1.69 0.471
H 4.37 2.07 -1.52 0.464
O -3.04 -2.70 -2.32 -0.986
H 3.08 -1.74 3.23 0.462
H -2.22 -2.20 -2.35 0.486
O -0.79 -2.03 1.23 -1.015
H -0.77 -1.11 0.97 0.497
H -3.33 1.89 2.80 0.469
O -2.50 1.50 3.09 -0.938
H 4.83 -3.69 -1.33 0.473
H -3.61 -2.16 -2.89 0.489
O 0.44 4.89 -1.45 -0.958
H -3.32 3.92 -0.07 0.504
H -2.97 3.93 1.33 0.447
O 2.15 2.56 1.35 -1.005
H 1.38 1.51 -1.43 0.472
H 1.70 2.15 0.62 0.514
O 1.26 -0.13 2.55 -0.935
H 2.74 2.02 1.88 0.484
H 0.91 -5.75 1.69 0.452
O -2.38 3.29 -1.79 -1.080
H -1.68 2.77 -2.42 0.498
H -1.84 4.05 -2.05 0.460
O -2.30 -4.23 0.21 -0.994
H -1.76 -4.83 -0.27 0.495
H 0.98 -1.49 -1.62 0.486
O 4.43 -3.18 -2.03 -0.937
H -1.53 -2.58 0.94 0.510
H 3.71 -2.71 -1.65 0.464
O -0.75 1.90 -3.06 -1.254
H -1.80 1.82 2.53 0.469
H 0.59 4.16 -2.06 0.479
O 0.70 -2.24 -1.08 -0.979
H -0.24 -2.38 -1.17 0.500
H 1.11 -0.77 3.26 0.466
O 3.46 -2.61 3.39 -0.966
H 1.03 -0.90 1.98 0.468
H 3.24 -3.06 2.56 0.494
O 2.36 -2.84 0.84 -0.977
H 1.40 -2.73 0.68 0.507
H 2.66 -2.25 0.15 0.464
O -4.10 0.02 -3.04 -0.966
H -4.40 -0.26 -2.18 0.471
H -0.52 2.15 -3.95 0.459
O 0.95 -5.10 2.40 -0.918
H -3.20 0.35 -2.99 0.499
H 0.77 -4.34 1.83 0.466
O -1.39 -0.44 -1.51 -1.004
H 0.39 4.46 -0.59 0.479
H -0.91 0.07 -2.18 0.507
O 0.56 2.90 3.69 -0.933
H 1.45 3.14 3.39 0.469
H 0.22 2.81 2.81 0.461
O 0.58 1.40 -0.89 -1.026
H -0.08 1.48 -1.62 0.508
H -1.78 0.29 -1.02 0.487

---

[5]
24
Properties=species:S:1:pos:R:3:nbo_charge:R:1 method="wB97M-V/def2-TZVPD" e_above_lowest_kcal_mol=63.7 multiplicity=2 orbital_gap_ev="2.421 / 8.693" charge=-1 s2=0.750
C -1.65 2.91 -1.95 -0.660
C -0.47 2.38 -1.18 -0.571
S -0.91 2.08 0.66 0.052
C -1.26 3.80 1.31 -0.754
H -1.24 2.89 -2.90 0.206
H -2.18 3.90 -1.60 0.199
H -2.44 2.11 -1.89 0.202
H 0.38 3.11 -1.22 0.192
H -0.16 1.34 -1.46 0.198
H -0.97 4.55 0.64 0.207
H -2.38 3.88 1.35 0.205
H -0.75 3.65 2.33 0.233
H -0.21 -2.27 3.09 0.433
H -0.46 -2.04 1.70 0.473
O 0.26 -2.41 2.21 -1.020
H 3.63 -4.49 2.44 0.468
H 3.16 -3.33 1.27 0.455
O 3.97 -3.88 1.79 -1.008
H -1.25 -1.48 -1.48 0.302
H -2.33 -0.51 -1.14 0.437
O -2.00 -1.31 -0.79 -1.146
H 3.69 -5.17 -1.44 0.451
H 2.72 -4.41 -0.67 0.427
O 2.84 -5.31 -1.09 -0.982

---

[6]
16
Properties=species:S:1:pos:R:3:nbo_charge:R:1 method="wB97M-V/def2-TZVPD" e_above_lowest_kcal_mol=0.0 orbital_gap_ev=6.271 charge=-2
Rb 25.37 -25.52 -13.18 0.996
Cl 24.69 -30.18 -14.68 2.508
O 24.14 -30.72 -15.94 -0.917
O 24.68 -31.39 -13.81 -0.875
O 26.00 -29.73 -14.85 -0.823
O 23.66 -29.23 -14.23 -0.891
Cl 27.86 -28.38 -10.01 2.653
O 27.08 -27.28 -10.05 -1.019
O 28.55 -28.47 -11.22 -0.866
O 28.69 -28.11 -8.90 -0.883
O 26.80 -29.29 -9.87 -0.885
Cl 29.33 -22.68 -15.83 2.530
O 30.44 -21.79 -15.53 -0.846
O 28.82 -23.33 -14.57 -0.922
O 28.14 -22.13 -16.19 -0.898
O 29.67 -23.60 -16.93 -0.863

---

[7]
11
Properties=species:S:1:pos:R:3:nbo_charge:R:1 method="wB97M-V/def2-TZVPD" e_above_lowest_kcal_mol=32.7 orbital_gap_ev=7.107 charge=+1
H 0.90 -2.43 -0.18 0.273
O 0.75 0.46 2.23 -0.692
C 0.10 0.86 1.05 -0.133
C 0.02 -0.27 0.12 0.058
C 0.13 -1.60 -0.08 -0.179
H 0.86 1.22 2.81 0.488
H 0.63 1.68 0.54 0.213
H -0.93 1.22 1.24 0.216
C -0.08 -0.83 -1.22 0.516
O -0.53 -0.75 -2.36 -0.736
Ag -1.85 0.43 -4.15 0.974

---

[8]
13
Properties=species:S:1:pos:R:3:nbo_charge:R:1 method="wB97M-V/def2-TZVPD" e_above_lowest_kcal_mol=57.0 orbital_gap_ev=5.469 charge=-1
C -0.79 -0.53 -0.53 -0.340
C -0.43 -1.63 0.18 -0.331
C -2.17 -0.21 -1.04 -0.505
C -2.67 0.59 0.13 -0.048
O -1.66 1.17 0.90 -0.630
O -2.00 3.02 -1.10 -0.928
S -1.25 -3.14 0.39 -0.586
S -2.54 2.40 0.10 1.327
H -0.18 0.44 -0.61 0.189
H 0.60 -1.77 0.63 0.185
H -2.07 0.27 -2.07 0.224
H -2.87 -1.06 -1.07 0.245
H -3.59 0.33 0.73 0.198

---

[9]
31
Properties=species:S:1:pos:R:3:nbo_charge:R:1 method="wB97M-V/def2-TZVPD" orbital_gap_ev=9.881 charge=0
C -3.52 1.06 1.19 -0.610
C -3.98 0.17 0.04 -0.390
C -2.96 0.08 -1.09 -0.396
C -1.78 -0.86 -0.78 -0.398
C -0.42 -0.19 -0.84 -0.385
C 0.75 -1.15 -0.67 -0.396
C 2.12 -0.48 -0.89 -0.416
C 3.17 -0.88 0.14 -0.224
N 3.19 0.06 1.29 -0.768
Br 3.72 -0.76 2.89 0.257
S 3.88 1.54 1.02 2.527
O 3.23 2.51 1.81 -0.880
O 4.10 1.68 -0.37 -0.897
F 5.31 1.37 1.66 -0.481
H -3.12 2.00 0.81 0.201
H -2.74 0.58 1.78 0.201
H -4.34 1.30 1.87 0.211
H -4.18 -0.84 0.42 0.193
H -4.94 0.54 -0.35 0.200
H -2.56 1.08 -1.28 0.194
H -3.46 -0.23 -2.01 0.206
H -1.92 -1.28 0.22 0.194
H -1.78 -1.71 -1.47 0.199
H -0.31 0.34 -1.80 0.195
H -0.36 0.59 -0.06 0.200
H 0.62 -1.98 -1.37 0.201
H 0.71 -1.58 0.34 0.194
H 2.51 -0.71 -1.89 0.221
H 1.98 0.60 -0.87 0.224
H 2.90 -1.84 0.58 0.216
H 4.17 -0.99 -0.30 0.207

---

[10]
54
Properties=species:S:1:pos:R:3:nbo_charge:R:1 method="wB97M-V/def2-TZVPD" e_above_lowest_kcal_mol=0.0 orbital_gap_ev=4.984 charge=-1
Li -0.94 -0.58 0.00 0.878
O -2.37 -1.47 0.48 -0.832
C -2.43 -2.62 1.04 0.414
C -3.64 -3.38 1.04 -0.266
C -3.74 -4.61 1.63 -0.208
C -2.63 -5.19 2.28 -0.333
C -1.45 -4.49 2.30 -0.150
C -1.31 -3.23 1.70 -0.248
C -0.02 -2.58 1.83 0.111
N 0.33 -1.47 1.29 -0.387
N 1.60 -1.05 1.65 -0.458
C 1.76 0.24 1.54 0.520
O 0.92 1.14 1.19 -0.874
C 3.16 0.71 1.89 -0.003
C 4.20 -0.19 2.11 -0.199
C 5.48 0.27 2.41 -0.229
C 5.73 1.64 2.49 -0.235
C 4.70 2.54 2.28 -0.236
C 3.42 2.07 1.98 -0.230
H -4.49 -2.93 0.54 0.201
H -4.68 -5.15 1.60 0.190
H -2.71 -6.17 2.75 0.192
H -0.58 -4.91 2.80 0.187
H 0.70 -3.07 2.49 0.156
H 3.98 -1.25 2.05 0.240
H 6.28 -0.44 2.58 0.201
H 6.73 1.99 2.72 0.199
H 4.88 3.60 2.35 0.195
H 2.59 2.75 1.82 0.209
N 0.33 3.58 -1.10 -0.512
C -1.09 3.66 -0.62 -0.231
C -1.44 2.28 -0.07 -0.276
N -1.20 1.21 -1.01 -0.681
C 0.11 1.25 -1.66 -0.304
C 0.45 2.60 -2.25 -0.225
H 0.91 3.22 -0.33 0.459
H 0.68 4.50 -1.37 0.414
H -1.69 3.94 -1.48 0.207
H -1.14 4.43 0.15 0.212
H -2.48 2.27 0.23 0.230
H -0.82 2.11 0.81 0.267
H -1.96 1.08 -1.69 0.434
H 0.12 0.49 -2.44 0.276
H 0.86 1.02 -0.91 0.247
H -0.24 2.93 -3.03 0.213
H 1.47 2.63 -2.61 0.216
F -1.61 -1.50 -5.69 -0.328
C -2.04 -0.47 -4.97 0.672
F -1.01 0.42 -4.89 -0.357
F -3.01 0.14 -5.67 -0.334
S -2.60 -0.96 -3.26 2.366
O -1.32 -1.19 -2.60 -1.005
O -3.44 -2.10 -3.49 -0.950
O -3.28 0.26 -2.84 -1.015

---

[11]
68
Properties=species:S:1:pos:R:3:nbo_charge:R:1 method="wB97M-V/def2-TZVPD" e_above_lowest_kcal_mol=14.9 orbital_gap_ev=6.381 charge=+3
Ta 0.53 0.25 0.52 1.884
O 0.25 5.81 4.15 -0.585
C 0.09 4.74 3.41 0.433
C -0.93 3.79 3.57 -0.300
C -0.96 2.69 2.74 0.088
N -0.05 2.47 1.78 -0.575
C 0.89 3.39 1.64 0.185
Br 2.13 2.99 0.25 0.297
C 1.02 4.53 2.38 -0.309
H -0.40 5.90 4.87 0.520
H -1.68 3.90 4.34 0.261
H -1.74 1.95 2.84 0.228
H 1.81 5.25 2.20 0.283
N 0.24 2.81 -2.28 -0.753
C -0.95 2.58 -1.73 0.628
N -1.92 3.36 -2.16 -0.540
C -3.14 3.16 -1.66 0.620
N -4.14 3.91 -2.08 -0.691
N -3.40 2.19 -0.74 -0.497
C -2.40 1.46 -0.37 0.458
N -1.11 1.58 -0.79 -0.693
C -2.74 0.36 0.56 0.134
C -4.07 0.15 0.93 -0.173
C -4.38 -0.91 1.76 -0.089
C -3.35 -1.75 2.18 -0.203
C -2.06 -1.48 1.76 0.080
N -1.76 -0.43 1.00 -0.520
H 0.28 3.56 -2.96 0.447
H 1.06 2.27 -2.10 0.410
H -3.99 4.62 -2.77 0.441
H -5.07 3.76 -1.71 0.435
H -4.82 0.82 0.54 0.279
H -5.40 -1.09 2.07 0.266
H -3.54 -2.60 2.82 0.268
H -1.25 -2.14 2.06 0.237
O 2.36 0.73 2.05 -0.413
N 3.21 0.00 1.55 0.488
O 2.80 -0.58 0.52 -0.495
N 5.87 0.17 -3.87 -0.150
C 4.74 0.11 -3.68 0.199
C 3.33 0.04 -3.46 -0.155
C 2.45 -0.27 -4.49 -0.058
C 1.09 -0.34 -4.21 -0.215
C 0.67 -0.11 -2.92 0.060
N 1.51 0.20 -1.92 -0.544
C 2.82 0.27 -2.19 0.086
H 2.82 -0.46 -5.49 0.274
H 0.37 -0.57 -4.98 0.267
H -0.39 -0.16 -2.66 0.225
H 3.49 0.52 -1.38 0.241
C -0.46 -5.26 -1.01 -0.418
N 0.70 -4.77 -0.29 -0.345
C 1.70 -5.71 0.23 -0.225
C 2.74 -4.78 0.89 -0.231
N 2.23 -3.45 0.54 -0.540
C 1.07 -3.52 -0.09 0.385
S 0.10 -2.19 -0.64 -0.084
H -0.94 -6.05 -0.44 0.239
H -0.16 -5.67 -1.98 0.234
H -1.17 -4.45 -1.17 0.227
H 2.12 -6.29 -0.59 0.235
H 1.24 -6.39 0.93 0.239
H 3.74 -4.92 0.51 0.240
H 2.76 -4.90 1.98 0.231
H 2.72 -2.61 0.78 0.445
O 0.97 -1.52 2.21 -0.476
N 0.50 -0.99 3.23 0.474
O -0.03 0.09 3.03 -0.398

---

Number 1: E -914.06840 Eh. Number 2: E -2699.49348 Eh. Number 3: E -3848.17669 Eh. Number 4: E -1528.21363 Eh. Number 5: E -822.93216 Eh. Number 6: E -2306.77862 Eh. Number 7: E -451.85439 Eh. Number 8: E -1102.20965 Eh. Number 9: E -3592.27687 Eh. Number 10: E -2037.29930 Eh. Number 11: E -5007.15398 Eh.